107
Properties=species:S:1:pos:R:3:lowdin_spin:R:1 method="wB97M-V/def2-TZVPD" fmax_ev_per_a=4.10 charge=-2 lumo_ha="0.143 / 0.089" multiplicity=6 e_homo_ev="-3.29 / -3.44"
Fe 1.536 -0.583 -1.919 3.74
N 0.490 -3.610 -3.421 0.00
C -0.499 -2.824 -2.749 0.01
N -1.709 -3.326 -2.575 0.00
N -2.274 -2.475 -1.702 0.01
N -1.523 -1.446 -1.447 0.00
N -0.304 -1.690 -2.179 0.03
C 1.787 -3.413 -3.229 0.01
N 2.720 -4.338 -3.400 0.00
N 3.830 -3.767 -3.067 0.01
N 3.682 -2.490 -2.768 0.00
N 2.349 -2.264 -2.800 0.04
H 0.091 -4.398 -3.883 0.00
C 0.909 -1.982 0.901 0.01
Si 2.546 -1.036 1.112 0.03
C 4.055 -2.189 1.081 0.01
C 2.634 -0.228 2.872 0.00
N 2.374 0.036 -0.212 0.21
C 3.255 1.046 -0.599 0.12
C 3.841 1.810 0.340 0.01
C 4.744 2.750 -0.129 0.14
C 4.850 3.130 -1.464 0.05
C 4.247 2.448 -2.442 0.07
C 3.357 1.481 -1.981 0.08
N 2.384 1.032 -2.796 0.34
Si 2.406 1.033 -4.659 0.03
C 4.165 0.866 -5.350 0.00
C 1.718 2.682 -5.137 0.00
C 1.394 -0.510 -5.183 0.01
H 0.657 -2.814 1.561 0.00
H 0.963 -2.379 -0.118 0.00
H 0.132 -1.243 0.839 0.00
H 4.059 -2.898 1.942 0.00
H 5.016 -1.591 1.084 0.00
H 4.096 -2.814 0.076 0.00
H 2.794 -0.965 3.633 0.00
H 1.663 0.200 3.085 0.00
H 3.353 0.563 2.983 0.00
H 3.687 1.826 1.468 0.00
H 4.960 3.460 0.642 0.01
H 5.540 3.894 -1.914 0.00
H 4.323 2.865 -3.441 0.00
H 4.701 1.717 -5.852 0.00
H 4.134 0.102 -6.184 0.00
H 4.829 0.371 -4.610 0.00
H 2.339 3.354 -4.563 0.00
H 0.675 2.815 -4.923 0.00
H 1.797 2.943 -6.216 0.00
H 0.423 -0.143 -5.551 0.00
H 1.221 -1.142 -4.333 0.00
H 1.904 -1.063 -5.960 0.00
Br -4.196 5.965 -1.189 0.00
C -3.891 4.088 -1.307 0.00
C -4.562 3.184 -0.478 0.00
C -4.276 1.818 -0.621 0.00
C -3.361 1.416 -1.551 0.00
C -2.730 2.275 -2.447 0.00
C -2.893 3.619 -2.212 0.00
C -1.892 4.537 -2.883 0.00
O -1.805 4.432 -4.093 0.00
O -1.175 5.128 -2.045 0.00
H -5.419 3.514 0.136 0.00
H -4.830 1.027 -0.103 0.00
H -3.092 0.364 -1.646 0.00
H -1.986 2.101 -3.186 0.00
C -1.190 -1.367 7.166 0.00
C -0.870 -2.743 6.548 0.00
C 0.268 -2.668 5.509 0.00
C -0.110 -2.039 4.126 0.00
N -0.821 -0.794 4.196 0.00
C -2.074 -0.540 3.758 0.00
S -3.019 0.620 4.439 0.00
N -2.452 -1.371 2.772 0.00
C -3.822 -1.548 2.298 0.00
C -3.976 -2.839 1.488 0.00
C -5.231 -2.600 0.654 0.00
C -6.432 -2.379 1.606 0.00
H -1.507 -1.629 8.134 0.00
H -2.087 -0.776 6.742 0.00
H -0.283 -0.762 7.166 0.00
H -1.737 -3.238 6.095 0.00
H -0.557 -3.425 7.362 0.00
H 0.680 -3.691 5.323 0.00
H 1.095 -2.048 5.929 0.00
H -0.747 -2.777 3.602 0.00
H 0.816 -1.858 3.556 0.00
H -0.477 -0.021 4.783 0.00
H -1.709 -1.695 2.186 0.00
H -4.076 -0.741 1.627 0.00
H -4.560 -1.531 3.107 0.00
H -4.044 -3.776 2.096 0.00
H -3.104 -3.034 0.874 0.00
H -5.444 -3.420 -0.002 0.00
H -5.209 -1.623 0.132 0.00
H -6.494 -3.245 2.280 0.00
H -7.297 -2.358 1.060 0.00
H -6.451 -1.462 2.208 0.00
C -0.046 2.621 -0.328 0.00
S 0.240 3.865 0.950 0.00
C 1.293 4.903 -0.083 0.00
O 1.034 3.288 2.090 0.00
H -0.877 1.982 -0.024 0.00
H -0.403 3.253 -1.158 0.00
H 0.912 2.024 -0.586 0.00
H 0.660 5.459 -0.757 0.00
H 1.947 4.273 -0.740 0.00
H 1.952 5.437 0.582 0.00